C2H12NO2S | ωB97M-V with the def2-TZVPD basis set

Values from the calculation:
total energy = -18683.9601 eV
multiplicity = 2
energy relative to the best compared isomer or geometry (same formula, charge and spin) = 185.1 kJ/mol
HOMO energy (alpha / beta) = -3.44 / -9.36 eV
⟨S²⟩ = 0.751

CARTESIAN COORDINATES (ANGSTROEM)
C -0.9297 0.6322 -0.7997
C -0.5892 2.1252 -1.0289
S 1.1188 2.7971 -1.0679
N 0.0595 0.0812 0.1194
H -1.9133 0.4814 -0.3005
H -0.9960 0.0409 -1.7635
H -0.9200 2.3328 -2.0527
H -1.0685 3.0409 -0.4938
H 0.8423 3.5699 -2.0206
H 0.3824 -0.9554 0.1659
H 0.9026 0.7305 0.1539
H -0.3183 0.3391 1.0619
H -1.2469 -5.1077 2.5674
H -1.8260 -5.0940 1.1218
O -1.7088 -4.5142 1.8102
H 1.3310 -2.2923 0.5828
H 0.7181 -3.3332 1.6826
O 1.0723 -2.4381 1.5044


C8H10N3 | ωB97M-V with the def2-TZVPD basis set

Values from the calculation:
total energy = -12914.9698 eV
energy relative to the best compared isomer or geometry (same formula, charge and spin) = 554.6 kJ/mol
total charge = +1
HOMO energy (alpha / beta) = -12.74 / -13.54 eV

CARTESIAN COORDINATES (ANGSTROEM)
C -0.5546 1.7511 0.0813
C 0.8275 1.6133 0.2760
C -1.1914 -0.5063 0.4532
C -1.9881 -1.5667 0.2811
C -3.3535 -1.2280 -0.0135
C -3.4667 0.0745 -0.3215
C 3.2206 -1.1120 -0.4341
C 2.8525 0.3324 0.0987
N -2.6636 1.0434 -0.4210
N -1.3777 0.7445 0.0525
N 1.4747 0.5352 -0.0504
H -1.0144 2.7490 0.0101
H 1.4001 2.5681 0.4703
H -1.6756 -2.6060 0.5801
H -4.2571 -1.8372 -0.0189
H -4.4081 0.3810 -0.5905
H 4.1283 -1.3344 -0.0406
H 2.9841 -1.4104 -1.5151
H 2.5008 -1.6060 0.2060
H 3.4648 1.0729 -0.2723
H 3.0974 0.3416 1.1685


C32H87N5O9 | ωB97M-V with the def2-TZVPD basis set

Values from the calculation:
total energy = -60469.4799 eV
energy relative to the best compared isomer or geometry (same formula, charge and spin) = 36.2 kJ/mol
HOMO energy = -9.32 eV
structure (SMILES) = COC[C@H](C)N.COC[C@H](C)N.COC[C@H](C)N.COC[C@H](C)N.COC[C@H](C)N.CC(C)O.CC(C)O.CC(C)O.CC(C)O

CARTESIAN COORDINATES (ANGSTROEM)
C 3.4033 -1.6973 3.9092
O 3.3588 -2.6313 2.8122
C 2.9686 -3.9213 3.3181
C 2.9621 -4.8726 2.1339
C 1.8727 -4.4259 1.1571
N 2.8037 -6.2400 2.6293
H 3.9580 -2.1121 4.7462
H 2.3541 -1.4350 4.2265
H 3.7667 -0.7325 3.4875
H 3.6305 -4.1256 4.1586
H 1.9198 -3.8821 3.7630
H 3.9126 -4.7376 1.6305
H 2.0265 -3.3493 0.9221
H 0.8532 -4.4238 1.5363
H 1.8778 -4.9410 0.1947
H 3.6810 -6.6791 2.8740
H 2.4008 -6.8072 1.8726
C -2.1057 0.3786 -7.2222
O -1.7754 -0.5534 -6.2198
C -2.8669 -1.1904 -5.4746
C -3.7585 -0.2929 -4.7220
C -3.1025 0.9074 -3.9912
N -4.6798 -1.1333 -3.8903
H -2.5247 1.3463 -6.8832
H -2.9628 -0.0425 -7.8215
H -1.1975 0.5496 -7.8053
H -3.4473 -1.7907 -6.2007
H -2.3232 -1.8285 -4.8018
H -4.5010 0.2210 -5.3697
H -3.9260 1.3127 -3.3502
H -2.5999 1.6635 -4.5877
H -2.3587 0.6057 -3.2506
H -5.4057 -0.5705 -3.4897
H -4.2682 -1.5959 -3.0847
C -0.0265 0.4518 4.1078
O -1.3101 0.7688 3.9062
C -2.2541 0.6934 4.9450
C -2.4019 -0.7226 5.4620
C -2.7510 -1.6825 4.3422
N -3.4042 -0.7781 6.4915
H 0.4565 0.9091 4.9497
H 0.5154 0.7169 3.2081
H 0.1812 -0.6317 4.2354
H -1.9336 1.3533 5.7771
H -3.1963 1.0539 4.5245
H -1.4478 -0.9657 5.8802
H -3.6971 -1.4424 3.8724
H -2.9709 -2.6769 4.7137
H -1.9433 -1.8419 3.6128
H -4.2795 -0.4835 6.0795
H -3.2063 -0.1101 7.2205
C -1.1199 3.5884 1.8313
O -1.2170 3.1097 0.5536
C -1.1644 4.1501 -0.3618
C -1.4580 3.6024 -1.7539
C -0.3682 2.5955 -2.1353
N -1.6849 4.7154 -2.6631
H -0.2415 4.2000 1.9774
H -1.0271 2.7496 2.5663
H -2.0217 4.1857 2.0609
H -1.9546 4.8523 -0.0642
H -0.1432 4.6130 -0.4219
H -2.4335 3.0514 -1.6393
H -0.3078 1.7231 -1.5131
H 0.5699 3.1364 -2.0149
H -0.4148 2.2915 -3.2044
H -0.8785 5.2601 -2.9434
H -2.1126 4.3606 -3.5175
C 5.4625 -3.3108 -2.4334
O 4.5750 -2.2996 -2.1976
C 4.6600 -1.6780 -0.9686
C 3.3918 -0.8820 -0.7818
C 3.4391 0.4088 -1.5317
N 3.0949 -0.5842 0.6417
H 5.4236 -4.1383 -1.6803
H 6.5280 -2.9665 -2.4973
H 5.2331 -3.7480 -3.4176
H 4.7366 -2.4390 -0.1575
H 5.5925 -1.1224 -0.8566
H 2.5957 -1.4927 -1.2077
H 4.3852 0.8565 -1.3183
H 2.6591 1.1558 -1.3108
H 3.3695 0.0995 -2.5793
H 2.8819 -1.4710 1.1228
H 2.1927 -0.1092 0.6220
C 5.6704 3.4112 2.6178
C 4.5582 2.3880 2.1691
C 3.4201 3.1005 1.4641
O 5.2270 1.4807 1.2866
H 6.4760 2.8261 3.0277
H 5.3047 4.0935 3.3818
H 5.9552 3.9018 1.7044
H 4.1996 1.9109 3.0985
H 2.6306 2.4396 1.1162
H 3.7818 3.6977 0.6339
H 2.9785 3.7438 2.1980
H 4.5216 0.8368 1.0713
C 1.4932 -0.0508 -5.1952
C 1.0881 -1.4210 -4.6159
C 0.1684 -1.2936 -3.4200
O 0.4338 -2.1564 -5.5977
H 2.0717 0.5874 -4.4552
H 0.5249 0.4252 -5.4630
H 2.0602 -0.1925 -6.1052
H 1.9428 -2.0248 -4.2834
H -0.6363 -0.5610 -3.6777
H 0.7411 -0.9088 -2.5718
H -0.2786 -2.2775 -3.2975
H -0.2282 -1.5660 -5.9529
C -6.4921 1.4622 2.3735
C -5.3118 2.2492 1.7918
C -4.1611 1.3291 1.3094
O -5.7211 3.0105 0.6933
H -7.2192 2.2156 2.6824
H -6.2078 0.8600 3.2379
H -6.8402 0.8211 1.5602
H -4.9862 2.8858 2.5949
H -3.3500 1.8768 0.8241
H -4.4821 0.6712 0.4882
H -3.6456 0.6978 2.0343
H -6.0102 2.4862 -0.0480
C -1.8848 -0.3012 -0.5579
C -1.0530 -0.3615 0.7227
C -0.3695 -1.6311 0.9898
O 0.0108 0.5996 0.7030
H -2.6978 -1.0771 -0.6414
H -1.2390 -0.3193 -1.4194
H -2.2771 0.7449 -0.6044
H -1.7797 -0.1749 1.5282
H -1.0720 -2.4432 1.0027
H 0.1063 -1.5598 1.9920
H 0.3811 -1.9776 0.2705
H -0.3232 1.4961 0.5982


C6H7ClN2O2 | ωB97M-V with the def2-TZVPD basis set

Values from the calculation:
total energy = -25929.7352 eV
energy relative to the best compared isomer or geometry (same formula, charge and spin) = 307.0 kJ/mol
HOMO energy = -8.56 eV
structure (SMILES) = CN1C=CC=C([N+](=O)[O-])[C@H]1Cl

CARTESIAN COORDINATES (ANGSTROEM)
C -0.3569 2.3540 -0.6636
N 0.0797 1.0075 -0.3616
C 1.3921 0.7491 -0.2132
C 1.8979 -0.4701 0.1231
C 1.0263 -1.5621 0.3136
C -0.3126 -1.3776 0.2446
N -1.2606 -2.4043 0.3591
O -0.8509 -3.5386 0.5406
O -2.4388 -2.1067 0.2503
C -0.9016 0.1104 0.1035
Cl -1.4698 0.6124 1.7983
H -1.3665 2.3322 -1.0697
H -0.3650 2.9707 0.2381
H 0.3092 2.8038 -1.3984
H 2.0530 1.5717 -0.4415
H 2.9608 -0.6082 0.2002
H 1.4136 -2.5574 0.4741
H -1.8098 0.1133 -0.4977


C10H14N2O2Si | ωB97M-V with the def2-TZVPD basis set

Values from the calculation:
total energy = -25547.6507 eV
multiplicity = 3
HOMO energy (alpha / beta) = -6.39 / -8.14 eV
⟨S²⟩ = 2.006

CARTESIAN COORDINATES (ANGSTROEM)
C 2.0287 2.7554 -1.0319
C -2.9639 0.0653 1.6057
C 1.3453 1.5735 -1.3417
C -3.6469 1.1979 1.1212
C 2.7949 2.5000 0.0767
C -2.5823 -0.6701 0.5188
C 1.7270 0.6091 -0.4271
C -3.6642 1.1074 -0.2445
C -0.0300 -1.9589 -2.5581
C 2.2238 -2.4297 1.9565
N 2.5969 1.2136 0.4400
N -3.0090 -0.0279 -0.5981
O 0.6231 -1.9750 -1.4260
O 2.2082 -1.9642 0.6422
Si 1.0772 -1.1051 -0.1604
H 1.9673 3.6881 -1.5574
H -2.7797 -0.1695 2.6354
H 0.6657 1.4224 -2.1567
H -4.0851 1.9758 1.7123
H 3.4572 3.1451 0.6189
H -2.0420 -1.5949 0.4523
H -0.6031 -2.8291 -2.8101
H -0.1759 -1.0360 -3.0850
H -4.0603 1.7864 -0.9729
H 2.9220 -1.8276 2.5485
H 2.5663 -3.4658 1.9584
H 1.2374 -2.3790 2.4216
H 3.0546 0.7409 1.2004
H -2.8531 -0.3483 -1.5391


C5H29N2O8 | ωB97M-V with the def2-TZVPD basis set

Values from the calculation:
total energy = -25005.5530 eV
energy relative to the best compared isomer or geometry (same formula, charge and spin) = 614.1 kJ/mol
total charge = +1
HOMO energy = -11.67 eV

CARTESIAN COORDINATES (ANGSTROEM)
C -1.3521 -0.3445 -1.9517
C -1.9858 -0.7027 -0.5066
C -1.0068 -0.9736 0.5292
C -0.4724 -2.1572 0.8426
C -1.5532 0.5603 2.4314
N -0.5670 0.2064 1.3087
N -0.3123 0.8030 -1.8144
H -1.9733 0.0460 -2.7853
H -0.8290 -1.2835 -2.2517
H -2.7447 0.1227 -0.1856
H -2.4845 -1.6599 -0.6174
H 0.3072 -2.5886 1.6017
H -0.7599 -2.9351 0.3364
H -2.1141 -0.3402 2.6471
H -2.3058 1.2700 2.0658
H -0.9516 0.8636 3.3759
H 0.3551 0.2407 1.6475
H 0.7275 0.4187 -1.6693
H -0.4230 1.2535 -2.8248
H -0.4190 1.4646 -1.1798
H 1.9598 -1.5828 2.6588
H 0.9983 -0.7443 3.0866
O 1.9566 -0.9207 3.2319
H 3.2240 -0.5666 0.8536
H 2.1593 0.1424 1.4820
O 2.2419 -0.4144 0.6103
H 3.3557 0.2626 -1.9622
H 2.6459 1.3970 -1.1835
O 2.5573 0.8122 -1.9716
H 0.5428 -1.0591 -4.7158
H 1.4658 0.0390 -3.9581
O 0.7498 -0.6259 -4.0040
H -4.2830 -0.9906 1.9142
H -4.5095 -0.9270 0.3319
O -3.9583 -0.7067 1.0429
H 3.6428 -2.0550 -1.6356
H 2.8176 -1.2863 -0.9452
O 3.7463 -1.1896 -1.2855
H 1.1017 2.7941 2.1341
H 2.4578 2.5000 1.7131
O 1.5923 2.1644 1.6579
H -2.0581 3.5333 -0.4893
H -1.7611 2.5392 0.7253
O -1.7808 2.6204 -0.2916


C5H8N2 | ωB97M-V with the def2-TZVPD basis set

Values from the calculation:
total energy = -8293.4248 eV
energy relative to the best compared isomer or geometry (same formula, charge and spin) = 151.6 kJ/mol
HOMO energy = -8.91 eV
structure (SMILES) = Cc1ccnn1C

CARTESIAN COORDINATES (ANGSTROEM)
C 1.6630 -0.2352 -1.2394
C 0.6172 -0.3489 -0.1418
C 0.6203 -1.3086 0.8671
C -0.5459 -1.0901 1.6108
N -1.2267 -0.0995 1.1269
N -0.5818 0.3865 0.0629
C -1.4907 1.5476 -0.2849
H 1.3582 -0.7721 -2.1470
H 2.6263 -0.6788 -0.9335
H 1.8674 0.8015 -1.5149
H 1.3356 -2.0986 1.0702
H -0.9945 -1.5439 2.4758
H -2.4105 1.4384 0.3308
H -1.8023 1.5195 -1.3214
H -1.0359 2.4823 0.0383